1.
Formula: C12H18CaO11Pt
Source: OMol25
Level of theory: ωB97M-V/def2-TZVPD

- LUMO (spin up / spin down) (eV) = -2.75 / -2.77
- total charge = 0
- HOMO-LUMO gap (spin up / spin down) (eV) = 4.4 / 4.5
- spin multiplicity = 3

```
43
Properties=species:S:1:pos:R:3:forces:R:3
Ca -0.59339 -15.84086 27.43981 -0.035 -3.168 0.410
Pt -2.78723 -18.54262 29.32727 -2.217 -1.064 -0.356
C -6.38751 -18.87145 27.39121 -0.013 0.210 0.084
C -6.02403 -17.88837 28.57760 -3.682 0.837 0.666
O -4.86220 -17.61554 28.85807 6.878 -0.667 0.130
O -6.83955 -17.20706 29.24169 -1.593 -1.653 -1.750
H -5.62553 -19.54027 26.99099 0.692 0.083 0.825
H -6.61341 -18.31524 26.48142 -0.377 0.565 0.239
H -7.23722 -19.53070 27.56861 -0.176 0.394 0.405
C -3.90815 -22.60050 29.76329 1.385 0.079 -0.474
C -3.47241 -21.13707 29.56636 -2.249 2.218 3.263
O -3.43527 -20.34931 30.61243 0.638 -1.851 -0.841
O -3.40592 -20.52655 28.48005 0.937 -0.718 -1.799
H -4.25222 -23.10520 28.86052 -0.485 0.568 -0.065
H -4.56156 -22.74871 30.62305 -0.050 0.402 -0.261
H -3.00679 -23.17852 29.96711 0.270 0.088 0.359
C -2.02459 -19.58404 25.95262 -1.084 0.582 -0.917
C -1.68920 -18.19854 26.35301 3.251 1.322 -1.509
O -0.79247 -17.44846 25.72273 -1.241 -0.912 0.262
O -2.12124 -17.68657 27.37915 -1.355 1.901 2.011
H -1.36770 -20.29772 26.44988 0.053 0.008 -0.397
H -2.05482 -19.55889 24.86333 0.773 -0.652 -0.069
H -3.06022 -19.80779 26.20852 0.167 0.015 0.541
C 1.41922 -19.67418 28.99071 0.881 -0.472 -0.481
C 0.31726 -18.70769 29.36759 1.686 0.257 -3.308
O -0.73933 -19.17047 29.66485 -3.776 -2.718 2.734
O 0.37509 -17.54902 28.88334 1.071 3.338 -0.733
H 1.59821 -20.59565 29.54475 0.009 0.623 0.960
H 2.33467 -19.16651 28.68685 0.052 -0.054 0.463
H 1.08366 -20.16994 28.07981 -0.449 0.470 -0.437
C -1.85877 -16.53980 21.18636 1.226 0.854 1.649
C -2.38125 -17.61164 22.17474 -0.299 0.524 -1.650
C -3.51398 -17.11371 23.05514 -0.412 -1.715 0.617
O -4.34611 -18.36808 23.09164 0.180 1.653 1.563
C -4.06128 -19.10960 22.03654 -1.971 -1.219 -2.317
O -4.71460 -20.05436 21.61874 1.607 1.631 1.293
O -3.06385 -18.52398 21.35554 -0.884 -1.610 -1.533
H -0.77612 -16.44490 21.26985 0.143 -0.330 -0.338
H -2.17001 -15.56395 21.55911 -0.308 0.148 -0.085
H -2.14341 -16.58197 20.13501 -0.209 -0.678 0.326
H -1.70879 -18.34494 22.61991 0.950 1.317 0.904
H -4.08550 -16.28951 22.62833 -0.117 -0.297 -0.329
H -3.26783 -16.84052 24.08124 0.131 -0.305 -0.055
```
Forces are in eV/Å.

---

2.
Formula: C21H10Br6CoNO3
Source: OMol25
Level of theory: ωB97M-V/def2-TZVPD

- energy above the lowest of the compared OMol25 structures with the same formula, charge and spin (kcal/mol) = 1.1
- LUMO (spin up / spin down) (eV) = 2.25 / 2.26
- total charge = -1
- HOMO-LUMO gap (spin up / spin down) (eV) = 6.6 / 6.7
- spin multiplicity = 2

```
42
Properties=species:S:1:pos:R:3:forces:R:3
Co 0.04097 0.48868 0.46990 0.547 -0.099 -0.001
C -0.33655 -2.59479 -0.24381 -0.043 -0.019 -0.010
C -0.66365 -2.38028 -1.57240 -0.013 0.009 0.017
C -1.74871 -1.57140 -1.90484 0.029 -0.012 0.016
C -2.49793 -0.97662 -0.90503 -0.027 0.004 0.009
C -2.17732 -1.19636 0.43527 -0.099 -0.172 -0.107
C -1.10173 -2.01092 0.76695 -0.147 -0.130 -0.187
H 0.52188 -3.19689 0.02224 0.008 0.026 0.001
H -0.06393 -2.82986 -2.35479 -0.010 0.003 0.005
H -1.99415 -1.39049 -2.94417 0.007 -0.006 0.010
H -3.32188 -0.32278 -1.15802 0.023 0.012 0.008
H -2.78916 -0.75817 1.21351 0.065 0.087 0.004
H -0.86265 -2.20999 1.80143 0.085 0.106 0.017
Br 4.54246 2.48743 5.19947 -0.014 -0.030 -0.026
C 3.56009 1.45547 3.95244 -0.146 0.068 -0.085
C 3.96996 0.18000 3.60891 -0.051 -0.084 -0.085
Br 5.53005 -0.58352 4.36520 -0.050 0.022 -0.021
C 3.21519 -0.55594 2.67484 0.161 -0.057 0.073
Br 3.68922 -2.31193 2.13661 0.037 0.015 0.029
C 2.07508 -0.03462 2.09125 0.003 -0.262 -0.088
O 1.32221 -0.68318 1.22732 0.142 0.025 0.114
C 1.65747 1.27781 2.43730 -0.315 0.139 -0.118
O 0.57118 1.71333 1.84467 0.035 0.193 0.105
C 2.40104 1.99633 3.36040 0.140 0.049 0.158
Br 1.76671 3.73012 3.76938 0.031 -0.010 0.018
Br -2.80942 4.18306 -1.24468 0.013 0.007 -0.018
C -1.11420 3.57535 -1.82049 -0.023 0.147 -0.180
C -0.42686 4.29798 -2.81035 -0.130 -0.034 0.134
C 0.78292 3.87544 -3.27875 0.089 -0.028 -0.057
Br 1.65858 4.89655 -4.62425 0.007 -0.022 0.005
C 1.37945 2.69477 -2.77558 0.036 -0.027 -0.009
C 2.60474 2.13069 -3.20108 -0.010 0.052 -0.009
C 3.05683 0.97436 -2.63325 -0.001 -0.066 0.047
C 2.30644 0.36522 -1.60765 0.345 -0.105 0.018
N 1.17836 0.87141 -1.19585 -0.585 0.051 0.104
C 0.68727 2.00289 -1.76471 0.042 0.046 -0.110
C -0.60334 2.41182 -1.26465 -0.097 -0.322 0.115
O -1.19984 1.66745 -0.39919 -0.011 0.386 0.073
H -0.86967 5.20189 -3.20595 -0.024 -0.013 0.025
H 3.17583 2.62446 -3.97602 -0.015 0.008 -0.006
H 3.98812 0.52519 -2.95102 -0.010 0.009 0.025
H 2.64618 -0.53013 -1.09632 -0.024 0.033 -0.014
```
Forces are in eV/Å.

---

| no. | E (hartree) | strongest force on any atom (Eh/bohr) |
| --- | --- | --- |
| 1 | -2092.5799 | 0.13441 |
| 2 | -17913.7308 | 0.01160 |